[1]
{"formula": "C27H47Br2N3O4P", "method": "ωB97M-V/def2-TZVPD", "energy_ev": -190776.491, "homo_ha": -0.333, "charge": 1, "symbols": ["C", "C", "C", "O", "C", "C", "C", "C", "C", "C", "O", "C", "C", "O", "C", "C", "O", "N", "C", "C", "Br", "C", "C", "Br", "P", "C", "C", "C", "C", "H", "H", "H", "H", "H", "H", "H", "H", "H", "H", "H", "H", "H", "H", "H", "H", "H", "H", "H", "H", "H", "H", "H", "H", "H", "H", "H", "H", "H", "H", "H", "H", "H", "H", "H", "H", "C", "C", "N", "C", "C", "N", "C", "C", "H", "H", "H", "H", "H", "H", "H", "H", "H", "H", "H"], "xyz": [[1.521, 0.293, 2.255], [0.931, 1.263, 1.029], [1.513, 0.845, -0.457], [1.207, -0.522, -0.883], [-0.071, -0.655, -1.577], [-0.766, -1.916, -0.726], [-0.927, -1.616, 0.876], [-2.200, -2.571, 1.391], [-3.560, -1.657, 1.055], [-4.939, -2.292, 1.672], [-5.269, -3.627, 1.149], [-5.871, -3.571, -0.192], [-5.619, -4.883, -1.193], [-6.639, -2.592, -0.681], [-1.240, 0.482, -1.460], [-2.055, 0.308, -2.883], [-2.977, 1.073, -3.476], [-1.549, -0.984, -3.486], [-0.084, -1.175, -3.168], [0.717, -2.540, -3.559], [2.711, -2.567, -4.010], [0.115, -3.933, -3.599], [1.027, -5.270, -4.024], [-1.789, -4.286, -3.141], [0.655, 0.139, -4.405], [2.255, 0.921, -3.762], [3.457, 1.061, -4.914], [0.772, -0.546, -6.175], [-0.599, -0.042, -6.984], [2.373, -0.380, 1.771], [2.056, 0.951, 3.070], [0.668, -0.325, 2.767], [-0.229, 1.408, 1.075], [1.398, 2.338, 1.261], [2.702, 0.898, -0.350], [1.262, 1.681, -1.271], [-0.113, -2.887, -0.912], [-1.866, -2.140, -1.134], [0.031, -2.005, 1.435], [-1.239, -0.521, 1.149], [-2.120, -2.868, 2.520], [-2.206, -3.496, 0.656], [-3.708, -1.554, -0.121], [-3.404, -0.540, 1.442], [-5.794, -1.489, 1.530], [-4.775, -2.375, 2.851], [-5.228, -5.813, -0.584], [-4.910, -4.618, -2.096], [-6.658, -5.203, -1.676], [-0.973, 1.621, -1.471], [-2.101, 0.383, -0.674], [-1.780, -1.120, -4.497], [1.883, -5.428, -3.210], [0.368, -6.264, -3.961], [1.568, -5.142, -5.055], [2.709, 0.181, -2.944], [2.156, 1.963, -3.240], [4.493, 1.320, -4.432], [3.532, 0.046, -5.530], [3.100, 1.920, -5.662], [0.850, -1.726, -6.233], [1.677, -0.039, -6.766], [-0.364, 0.459, -8.017], [-1.419, -0.885, -7.031], [-1.071, 0.821, -6.308], [2.856, 4.717, 8.812], [1.587, 4.536, 8.002], [1.818, 4.270, 6.574], [0.815, 3.952, 5.667], [1.403, 3.852, 4.438], [2.752, 4.095, 4.624], [2.991, 4.324, 5.924], [3.774, 4.115, 3.585], [3.451, 5.551, 8.427], [2.615, 4.931, 9.858], [3.472, 3.814, 8.778], [0.974, 5.442, 8.068], [1.005, 3.702, 8.409], [-0.198, 3.850, 6.018], [1.034, 3.644, 3.450], [3.965, 4.528, 6.355], [4.520, 3.347, 3.804], [4.247, 5.101, 3.575], [3.324, 3.920, 2.609]]}

[2]
{"formula": "C27H47Cl22N3O", "method": "ωB97M-V/def2-TZVPD", "smiles": "N#CC[C@H](C#N)N=C=O.ClCCCl.ClCCCl.ClCCCl.ClCCCl.ClCCCl.ClCCCl.ClCCCl.ClCCCl.ClCCCl.ClCCCl.ClCCCl", "energy_ev": -310773.529, "homo_ha": -0.382, "symbols": ["N", "C", "C", "C", "C", "N", "N", "C", "O", "H", "H", "H", "Cl", "C", "C", "Cl", "H", "H", "H", "H", "Cl", "C", "C", "Cl", "H", "H", "H", "H", "Cl", "C", "C", "Cl", "H", "H", "H", "H", "Cl", "C", "C", "Cl", "H", "H", "H", "H", "Cl", "C", "C", "Cl", "H", "H", "H", "H", "Cl", "C", "C", "Cl", "H", "H", "H", "H", "Cl", "C", "C", "Cl", "H", "H", "H", "H", "Cl", "C", "C", "Cl", "H", "H", "H", "H", "Cl", "C", "C", "Cl", "H", "H", "H", "H", "Cl", "C", "C", "Cl", "H", "H", "H", "H", "Cl", "C", "C", "Cl", "H", "H", "H", "H"], "xyz": [[-0.578, 0.308, 2.646], [-0.610, 0.102, 1.517], [-0.964, -0.067, 0.003], [-2.182, -1.109, -0.066], [-3.508, -0.337, 0.300], [-4.359, 0.352, 0.641], [-1.985, -2.199, 0.954], [-2.901, -2.167, 1.821], [-3.484, -2.032, 2.816], [-1.368, 0.895, -0.424], [-0.062, -0.429, -0.562], [-2.270, -1.582, -1.082], [-0.296, -1.862, -3.121], [1.467, -1.970, -3.389], [2.212, -2.361, -2.136], [2.175, -1.069, -0.898], [1.806, -1.015, -3.775], [1.623, -2.725, -4.162], [3.256, -2.545, -2.369], [1.798, -3.266, -1.690], [6.112, 2.779, -3.507], [4.596, 2.529, -2.602], [4.362, 1.074, -2.267], [4.006, 0.100, -3.717], [3.778, 2.941, -3.194], [4.677, 3.111, -1.683], [3.502, 0.981, -1.605], [5.224, 0.632, -1.766], [0.130, -3.635, 3.737], [-0.797, -2.682, 4.924], [-0.117, -2.634, 6.273], [-0.128, -4.219, 7.091], [-1.797, -3.110, 4.993], [-0.885, -1.673, 4.518], [-0.642, -1.937, 6.927], [0.919, -2.306, 6.189], [-3.170, 3.903, -0.276], [-3.926, 3.847, 1.339], [-5.192, 4.669, 1.405], [-4.867, 6.419, 1.289], [-3.189, 4.184, 2.067], [-4.155, 2.800, 1.544], [-5.691, 4.503, 2.359], [-5.883, 4.401, 0.609], [7.197, -0.442, 0.766], [7.194, -2.219, 0.634], [6.626, -2.690, -0.686], [4.878, -2.375, -0.818], [6.632, -2.620, 1.478], [8.230, -2.546, 0.728], [6.762, -3.768, -0.783], [7.117, -2.208, -1.530], [1.440, -9.442, 6.122], [0.513, -8.491, 7.310], [1.193, -8.443, 8.659], [1.184, -10.027, 9.475], [-0.487, -8.920, 7.380], [0.422, -7.482, 6.905], [0.666, -7.747, 9.314], [2.228, -8.113, 8.574], [11.614, -0.459, -5.136], [10.038, 0.273, -5.528], [9.221, 0.567, -4.290], [8.665, -0.921, -3.483], [9.512, -0.400, -6.205], [10.245, 1.201, -6.063], [8.328, 1.131, -4.561], [9.786, 1.153, -3.566], [4.447, 0.240, -7.839], [2.892, 1.020, -8.225], [2.077, 1.311, -6.985], [1.480, -0.176, -6.209], [2.353, 0.373, -8.917], [3.126, 1.952, -8.741], [1.200, 1.903, -7.249], [2.655, 1.868, -6.247], [-10.416, 2.284, -0.700], [-8.651, 2.146, -0.907], [-7.954, 1.754, 0.376], [-8.010, 3.050, 1.598], [-8.281, 3.098, -1.289], [-8.481, 1.384, -1.668], [-6.900, 1.551, 0.178], [-8.395, 0.859, 0.815], [-7.760, 3.530, 4.789], [-9.299, 3.329, 5.664], [-9.570, 1.883, 6.014], [-9.915, 0.896, 4.572], [-10.094, 3.749, 5.049], [-9.224, 3.923, 6.576], [-10.447, 1.818, 6.660], [-8.727, 1.433, 6.538], [0.073, 3.882, -5.616], [-0.830, 4.879, -4.446], [-0.166, 4.906, -3.088], [-0.251, 3.329, -2.266], [-1.847, 4.491, -4.387], [-0.874, 5.888, -4.857], [-0.671, 5.627, -2.443], [0.883, 5.193, -3.162]]}

[3]
{"formula": "C27H48Cl6Cu2N6O10", "method": "ωB97M-V/def2-TZVPD", "multiplicity": 3, "energy_ev": -222580.073, "homo_ha": [-0.444, -0.444], "charge": 2, "s_squared": 2.082, "symbols": ["Cu", "Cu", "C", "C", "C", "O", "C", "C", "C", "O", "O", "O", "H", "H", "Cl", "C", "C", "Cl", "H", "H", "H", "H", "C", "O", "N", "C", "C", "H", "H", "H", "H", "H", "H", "H", "C", "O", "N", "C", "C", "H", "H", "H", "H", "H", "H", "H", "C", "O", "N", "C", "C", "H", "H", "H", "H", "H", "H", "H", "C", "O", "N", "C", "C", "H", "H", "H", "H", "H", "H", "H", "C", "O", "N", "C", "C", "H", "H", "H", "H", "H", "H", "H", "C", "O", "N", "C", "C", "H", "H", "H", "H", "H", "H", "H", "C", "Cl", "Cl", "Cl", "Cl"], "xyz": [[5.573, 2.778, -0.681], [-2.297, -4.321, 3.315], [1.045, -1.226, -0.186], [2.050, -0.333, 0.084], [2.287, 0.289, 1.486], [3.169, 1.164, 1.790], [1.527, -0.124, 2.519], [0.431, -1.090, 2.361], [0.179, -1.719, 0.896], [-0.658, -2.605, 0.728], [-0.243, -1.607, 3.242], [2.860, 0.069, -0.901], [0.822, -1.559, -1.189], [1.652, 0.123, 3.563], [-1.036, 7.958, 1.574], [-0.002, 6.522, 1.995], [-0.024, 5.358, 0.915], [-1.757, 5.092, 0.502], [-0.157, 6.188, 3.020], [0.999, 6.952, 2.030], [0.301, 4.406, 1.333], [0.372, 5.620, -0.067], [-2.790, -4.274, -4.467], [-4.044, -4.340, -4.309], [-2.019, -5.098, -3.786], [-0.479, -5.118, -3.995], [-2.410, -6.128, -2.861], [-2.247, -3.687, -5.224], [-0.145, -5.055, -2.959], [-0.073, -4.350, -4.653], [-0.121, -6.028, -4.476], [-1.631, -6.286, -2.116], [-3.267, -5.769, -2.292], [-2.468, -7.145, -3.247], [-6.326, -1.749, 1.949], [-5.378, -2.526, 2.118], [-7.174, -1.772, 0.876], [-6.929, -2.723, -0.257], [-8.370, -0.943, 0.704], [-6.633, -1.059, 2.749], [-5.950, -3.196, -0.187], [-6.908, -2.194, -1.210], [-7.791, -3.360, -0.454], [-9.308, -1.475, 0.862], [-8.266, -0.038, 1.302], [-8.375, -0.631, -0.340], [-2.494, 2.144, -3.686], [-2.485, 2.917, -4.626], [-3.454, 1.212, -3.561], [-3.414, 0.326, -2.360], [-4.409, 0.891, -4.636], [-1.721, 2.081, -2.904], [-4.316, 0.559, -1.794], [-2.543, 0.421, -1.712], [-3.459, -0.696, -2.737], [-4.178, 1.561, -5.464], [-4.444, -0.112, -5.061], [-5.451, 1.098, -4.391], [2.406, -5.670, 2.884], [1.260, -5.662, 2.534], [3.452, -5.717, 2.043], [4.836, -5.332, 2.504], [3.314, -5.554, 0.628], [2.744, -5.637, 3.931], [5.115, -5.571, 3.530], [4.839, -4.246, 2.409], [5.659, -5.724, 1.907], [3.525, -4.544, 0.275], [3.987, -6.167, 0.028], [2.353, -5.780, 0.165], [1.934, 4.455, 6.355], [0.876, 4.235, 6.931], [2.552, 5.676, 6.426], [3.875, 5.859, 5.850], [1.955, 6.800, 7.212], [2.519, 3.757, 5.736], [4.616, 5.763, 6.643], [3.942, 6.887, 5.492], [4.114, 5.055, 5.155], [2.560, 6.998, 8.097], [1.943, 7.724, 6.633], [0.913, 6.505, 7.337], [4.473, 3.024, -8.011], [5.051, 3.609, -8.903], [3.207, 3.324, -7.602], [2.577, 2.628, -6.448], [2.329, 4.244, -8.359], [4.938, 2.177, -7.482], [2.081, 3.380, -5.835], [3.321, 2.067, -5.883], [1.846, 1.922, -6.842], [2.758, 4.945, -9.074], [1.512, 3.743, -8.878], [1.837, 4.916, -7.656], [4.636, -1.908, 8.261], [3.017, -2.596, 7.904], [5.804, -2.879, 7.477], [4.741, -0.300, 7.462], [4.955, -1.798, 10.038]]}